112
Properties=species:S:1:pos:R:3:forces:R:3 method="wB97M-V/def2-TZVPD" de_lowest_kj_mol=196.1
Y -5.057974 -22.173189 -2.767646 1.46 -2.10 0.07
C -8.379903 -22.402135 -9.026961 1.42 -0.42 -0.08
C -8.135022 -22.403505 -7.534524 0.62 0.45 1.55
C -8.494505 -23.709200 -6.822807 1.38 0.06 -0.26
C -8.569879 -23.951982 -5.359214 -1.47 0.62 0.87
C -7.767463 -23.303540 -4.482092 -1.73 -2.10 -1.51
N -7.576516 -23.429647 -3.164768 0.92 1.90 1.63
C -8.483287 -23.772814 -2.228804 -0.27 0.42 1.25
C -9.804612 -24.284446 -2.399434 0.38 -0.70 -0.35
C -10.335814 -25.160451 -1.469849 -1.07 -1.14 -0.36
C -9.761599 -25.440359 -0.206546 -1.51 0.44 -1.21
C -10.362272 -26.379662 0.781750 -1.00 -1.45 0.51
C -8.777107 -24.580456 0.110537 2.49 1.63 0.86
C -8.176190 -23.666898 -0.821684 -0.79 -1.73 0.46
N -7.454480 -22.606479 -0.238239 2.85 2.67 0.05
C -7.759449 -21.926565 0.927613 -0.76 -0.51 -1.14
C -7.242583 -20.648830 0.892550 -0.07 -0.25 -0.77
C -6.511008 -20.611352 -0.315381 0.21 0.15 0.45
N -6.493365 -21.770746 -0.978357 -3.26 -0.41 1.98
C -7.401088 -21.036626 -5.480890 1.97 0.18 1.25
C -7.544630 -21.297012 -6.968540 -1.00 -0.98 -0.96
N -6.357890 -19.978936 -5.115488 -0.07 0.44 0.54
C -6.229404 -18.770034 -5.680912 0.02 1.21 1.19
C -5.891255 -17.813291 -4.692855 -0.84 -2.10 -0.09
C -5.888280 -18.571213 -3.495668 0.63 -0.28 -1.24
N -6.032791 -19.882667 -3.746309 -1.30 -0.31 -0.64
H -7.417622 -22.502795 -9.589169 -0.66 0.10 0.50
H -9.012448 -23.208312 -9.376021 -0.20 -0.17 0.17
H -8.815025 -21.465583 -9.292664 -0.35 0.66 -0.39
H -9.348865 -24.164652 -7.384270 1.19 -0.15 0.44
H -9.280416 -24.724249 -4.970443 0.75 0.83 -0.69
H -10.359493 -24.086718 -3.321519 0.44 -0.31 0.20
H -11.213907 -25.772225 -1.790880 0.53 0.82 0.40
H -9.616344 -26.802049 1.467443 0.01 0.09 -0.28
H -11.154480 -25.975946 1.458248 0.56 0.26 -0.67
H -10.873837 -27.250320 0.289756 0.60 0.73 0.24
H -8.373553 -24.605159 1.151967 -0.24 0.20 -0.89
H -8.465285 -22.337338 1.649892 0.24 0.04 -0.48
H -7.568158 -19.810413 1.512112 0.58 -0.50 -0.08
H -5.994387 -19.726028 -0.695877 0.05 -0.54 0.00
H -7.273306 -20.510906 -7.678680 0.16 -0.04 0.46
H -6.478384 -18.546861 -6.695040 0.09 -0.28 -0.45
H -5.769886 -16.766167 -4.852433 0.12 0.32 0.03
H -5.748138 -18.232088 -2.476252 0.28 -0.07 -0.16
C -0.798460 -23.140637 -3.028386 -0.63 -0.96 0.22
C -1.560067 -23.307927 -4.298850 -1.01 0.30 -0.12
N -2.806798 -22.850792 -4.497565 2.00 -2.29 -0.65
C -3.274823 -23.449839 -5.679993 1.05 -0.15 -0.42
C -2.322767 -24.205912 -6.376858 -0.70 1.14 -0.04
S -0.799614 -24.310274 -5.570116 -2.25 1.55 1.01
C -4.732884 -23.391065 -5.953265 -0.10 -2.79 -0.54
C -5.253289 -24.322241 -6.862288 2.58 3.16 1.23
S -6.788435 -24.916195 -7.087341 -2.64 -1.59 -1.27
C -6.780435 -22.374722 -4.991712 1.94 -0.12 -0.88
N -5.469999 -22.691522 -5.021555 -3.28 2.20 -0.87
C -8.737353 -20.635768 -4.807090 0.12 0.36 -0.41
H -0.232151 -24.086386 -2.864884 -0.27 0.85 0.19
H -1.494537 -22.964095 -2.180118 0.55 -0.12 -0.59
H -0.129292 -22.324576 -3.175136 0.73 0.71 0.33
H -2.357488 -24.494944 -7.419075 -0.30 -0.25 0.24
H -4.472065 -24.753215 -7.505825 -0.63 0.11 0.04
H -9.496875 -21.347089 -5.132580 -0.01 0.18 0.02
H -9.008030 -19.609980 -5.181982 0.22 -0.96 0.50
H -8.682894 -20.672515 -3.704790 0.13 0.20 -0.49
Br -1.205066 -16.680098 -0.313405 -0.15 -0.52 -0.37
C -1.879251 -18.276784 -1.096922 -0.32 0.45 -1.59
C -2.257429 -18.346561 -2.454573 0.13 0.85 0.21
C -2.887196 -19.505074 -2.912127 -0.12 -0.80 1.18
N -3.093574 -20.614882 -2.126609 0.29 1.92 0.45
C -2.620137 -20.550097 -0.837864 -0.52 -0.35 -2.46
C -2.045298 -19.391226 -0.328267 0.03 -1.29 0.79
C -2.735867 -21.844253 -0.125677 1.35 -1.70 0.62
C -1.681135 -22.274844 0.737508 0.11 0.80 0.43
C -1.850807 -23.450236 1.448619 0.44 -0.92 -0.33
Br -0.371444 -24.354913 2.259795 -0.42 0.60 -0.04
C -3.072693 -24.120539 1.422032 -0.32 0.50 0.64
C -4.000193 -23.630316 0.538532 0.28 0.06 -1.90
N -3.725698 -22.715057 -0.442447 -0.42 1.95 2.00
H -2.115442 -17.461670 -3.116309 -0.21 -0.96 0.49
H -3.313173 -19.555891 -3.903735 0.27 0.02 -0.31
H -1.699613 -19.401038 0.681302 0.07 0.04 0.59
H -0.725748 -21.716524 0.890283 -1.07 -0.35 -0.42
H -3.366906 -24.934455 2.095992 0.47 0.36 -0.35
H -4.991442 -24.041396 0.496175 -0.20 -0.42 -0.24
Te -3.123834 -19.464514 -7.949627 0.22 0.22 0.20
C -2.505323 -17.446315 -8.342558 0.07 0.78 0.81
C -1.516090 -16.760540 -7.578930 -0.75 -0.59 0.07
C -1.391900 -15.372350 -7.626550 0.35 0.22 0.00
C -2.061088 -14.688583 -8.643516 -0.18 -0.06 -0.91
C -2.971225 -15.337195 -9.488189 0.36 -0.19 1.04
C -3.268699 -16.677468 -9.222023 -0.63 -1.03 -1.30
H -0.922639 -17.396428 -6.928191 0.01 0.37 0.25
H -0.792094 -14.775896 -6.896187 -0.18 -0.84 -0.81
H -1.798778 -13.682733 -8.953415 -0.05 0.22 0.65
H -3.430516 -14.735637 -10.266437 -0.17 -0.37 -0.02
H -4.042011 -17.286800 -9.773328 0.72 1.19 0.39
C -1.961804 -26.591480 -2.607908 1.08 0.69 -1.89
Ge -3.880634 -26.397425 -2.874757 -0.74 0.69 -1.54
C -4.145358 -27.111267 -4.753687 0.73 -1.45 0.80
C -4.470578 -27.636130 -1.518358 -0.93 -0.85 0.96
C -4.774976 -24.674383 -2.689810 0.44 1.11 1.05
H -1.366964 -25.911076 -3.306624 -0.74 -0.95 0.97
H -1.674580 -27.633446 -2.860028 -0.18 0.53 0.27
H -1.702335 -26.364410 -1.595739 0.34 0.07 0.72
H -3.816087 -28.231295 -4.591891 -0.58 2.01 -0.82
H -3.453544 -26.578377 -5.449795 -0.40 -0.57 0.53
H -5.166749 -27.073054 -5.175318 0.46 -0.04 0.41
H -4.051131 -28.643693 -1.666186 -0.03 0.28 -0.04
H -5.578924 -27.759268 -1.474052 0.75 0.21 0.05
H -4.106662 -27.291147 -0.522157 -0.32 -0.13 -0.58
H -5.140238 -24.622247 -1.643403 0.11 -0.20 0.20
H -5.721651 -24.639129 -3.200144 -0.33 -0.78 -0.75